1.
The following is a DFT calculation (ωB97M-V/def2-TZVPD) of a molecular structure, C10H10ClNO2Zr.

Calculated values
2S+1: 1
Gap between HOMO and LUMO (spin up / spin down) (eV): 3.891 / 3.845
F_max (hartree/bohr): 0.217
ΔE to the lowest compared entry with this formula, charge and spin (eV): 6.9788
HOMO level (spin up / spin down) (Eh): -0.542 / -0.540
Total energy (hartree): -1098.7415
Total charge: +2

Cartesian coordinates (Å):
1 Cl -3.557 -0.492 2.752
2 C 0.786 -2.118 -1.068
3 C 1.185 -1.068 -1.996
4 C -0.052 -0.374 -2.456
5 H 2.166 -0.888 -2.420
6 C -1.178 -1.012 -1.804
7 C -0.647 -2.004 -0.862
8 H -1.302 -2.569 -0.191
9 H 1.411 -2.800 -0.674
10 H -0.112 0.401 -3.251
11 C -2.620 -0.674 -1.994
12 Zr 0.079 0.019 -0.025
13 C -1.330 1.759 -0.052
14 O -1.899 2.796 -0.314
15 C 0.688 -0.828 2.011
16 O 1.358 -1.272 2.936
17 H -2.763 0.414 -2.074
18 H -3.158 -1.029 -1.103
19 H -3.009 -1.160 -2.906
20 C 3.930 2.667 -0.297
21 C 2.801 1.815 -0.379
22 N 1.860 1.116 -0.373
23 H 4.013 3.470 -1.131
24 H 4.955 2.133 -0.414
25 H 4.076 3.281 0.655

Mulliken atomic charge list, values in e, 2 entries:
1 Cl -0.215
2 C -0.197

---

2.
The following is a DFT calculation (ωB97M-V/def2-TZVPD) of a gas-phase ion, C10H10N (charge +1).

Calculated values
2S+1: 1
Gap between HOMO and LUMO (eV): 8.335
F_max (hartree/bohr): 0.050
ΔE to the lowest compared entry with this formula, charge and spin (eV): 0.0000
HOMO level (Eh): -0.475
Total energy (hartree): -441.5977
Total charge: +1

Cartesian coordinates (Å):
1 C -3.026 1.138 -0.846
2 C -1.599 0.611 -0.663
3 C -1.072 0.530 0.585
4 C 0.253 -0.008 0.741
5 C 0.821 -0.147 2.033
6 C 2.084 -0.673 2.117
7 C 2.801 -1.023 0.929
8 C 2.291 -0.901 -0.322
9 C 0.957 -0.390 -0.439
10 C 0.320 -0.259 -1.664
11 N -0.925 0.206 -1.781
12 H -3.234 1.944 -0.133
13 H -3.229 1.442 -1.883
14 H -3.690 0.280 -0.639
15 H -1.610 0.854 1.474
16 H 0.227 0.136 2.902
17 H 2.544 -0.825 3.095
18 H 3.817 -1.423 1.005
19 H 2.839 -1.194 -1.219
20 H 0.799 -0.558 -2.601
21 H -1.367 0.259 -2.692

Mulliken atomic charge list, values in e, 2 entries:
1 C -1.358
2 C 0.409

---

3.
The following is a DFT calculation (ωB97M-V/def2-TZVPD) of C10H10N2 in the gas phase.

Calculated values
2S+1: 1
Gap between HOMO and LUMO (eV): 8.826
F_max (hartree/bohr): 0.055
ΔE to the lowest compared entry with this formula, charge and spin (eV): 3.3303
HOMO level (Eh): -0.291
Total energy (hartree): -496.4747
Total charge: 0

Cartesian coordinates (Å):
1 C -2.221 1.770 0.295
2 C -0.843 1.536 0.153
3 C -0.764 0.163 -0.026
4 C 0.339 2.372 0.144
5 C 1.551 1.895 -0.154
6 C 1.610 -1.038 0.835
7 C 0.627 -0.493 -0.215
8 C 2.700 -0.357 0.436
9 C 1.832 0.474 -0.544
10 C -2.422 -1.702 -0.114
11 N -2.898 0.639 0.210
12 N -2.003 -0.338 0.017
13 H -2.741 2.694 0.453
14 H 0.208 3.419 0.381
15 H 2.404 2.560 -0.171
16 H 1.457 -1.812 1.570
17 H 0.521 -1.254 -0.999
18 H 3.732 -0.314 0.710
19 H 2.180 0.445 -1.584
20 H -1.959 -2.157 -0.990
21 H -2.148 -2.281 0.771
22 H -3.504 -1.709 -0.225

Mulliken atomic charge list, values in e, 2 entries:
1 C -0.792
2 C 1.101

---

4.
The following is a DFT calculation (ωB97M-V/def2-TZVPD) of C10H10N2 in the gas phase.

Calculated values
2S+1: 1
Gap between HOMO and LUMO (spin up / spin down) (eV): 6.980 / 6.982
F_max (hartree/bohr): 0.100
ΔE to the lowest compared entry with this formula, charge and spin (eV): 3.4933
HOMO level (spin up / spin down) (Eh): -0.256 / -0.256
Total energy (hartree): -496.4687
Total charge: 0

Cartesian coordinates (Å):
1 C 2.658 -1.608 0.033
2 C 1.441 -2.325 0.111
3 C 2.815 -0.168 0.065
4 C 0.344 -0.203 -0.117
5 C 1.632 0.503 -0.069
6 C -0.705 0.647 0.111
7 C 0.180 -1.616 0.055
8 C -2.077 0.151 0.348
9 C -0.031 2.193 0.010
10 C -2.136 -1.357 -0.274
11 N -0.995 -2.159 0.121
12 N 1.380 1.822 -0.022
13 H 3.676 -2.062 -0.110
14 H 1.243 -3.413 0.360
15 H 3.791 0.303 -0.015
16 H -2.170 0.214 1.424
17 H -3.008 0.587 -0.013
18 H -0.364 2.556 -0.923
19 H -0.226 2.586 0.975
20 H -2.978 -1.931 0.096
21 H -2.054 -1.206 -1.446
22 H 2.120 2.516 0.028

Mulliken atomic charge list, values in e, 2 entries:
1 C -0.212
2 C -0.679

---

5.
The following is a DFT calculation (ωB97M-V/def2-TZVPD) of 3 unconnected molecules or ions with the total composition C10H10N2O2.

Calculated values
2S+1: 1
Gap between HOMO and LUMO (eV): 9.416
F_max (hartree/bohr): 0.073
ΔE to the lowest compared entry with this formula, charge and spin (eV): 4.3724
HOMO level (Eh): -0.326
Total energy (hartree): -646.9413
Total charge: 0

Cartesian coordinates (Å):
1 C -0.391 2.018 -1.469
2 C 0.009 2.498 -0.185
3 C -1.079 0.850 -1.552
4 C -0.425 1.815 0.906
5 C -1.165 -0.013 -0.464
6 C -0.890 0.454 0.757
7 C 0.842 -3.086 0.207
8 C 1.408 -0.581 -2.779
9 C -1.514 -1.605 2.175
10 C -1.070 -0.344 2.027
11 N 2.174 -1.090 0.762
12 N 1.328 -2.037 0.311
13 O 0.837 -1.156 -3.583
14 O 1.991 0.050 -2.023
15 H -0.181 2.586 -2.372
16 H 0.522 3.443 -0.096
17 H -1.420 0.316 -2.528
18 H -0.195 2.161 1.913
19 H -1.484 -0.969 -0.537
20 H -1.850 -2.112 1.300
21 H 3.093 -1.077 0.368
22 H -1.606 -2.148 3.199
23 H -0.589 0.262 2.754
24 H 1.655 -0.237 0.909

Mulliken atomic charge list, values in e, 2 entries:
1 C -0.235
2 C -0.491

---

6.
The following is a DFT calculation (ωB97M-V/def2-TZVPD) of 2 unconnected molecules or ions with the total composition C10H10N2O2.

Calculated values
2S+1: 1
Gap between HOMO and LUMO (eV): 9.569
F_max (hartree/bohr): 0.090
ΔE to the lowest compared entry with this formula, charge and spin (eV): 2.0629
HOMO level (Eh): -0.330
Total energy (hartree): -647.0262
Total charge: 0

Cartesian coordinates (Å):
1 C -0.081 0.846 2.341
2 C -1.285 0.053 2.110
3 C -1.037 -1.173 1.434
4 C 0.215 -1.647 1.215
5 C 1.424 -0.948 1.490
6 C 1.168 0.220 2.150
7 C -0.613 0.314 -3.059
8 C 0.707 -0.236 -2.721
9 C 1.216 -0.065 -1.499
10 C -0.816 1.115 -0.702
11 H -0.133 1.861 2.779
12 H -2.263 0.589 2.151
13 H -1.921 -1.800 1.130
14 H 0.113 -2.711 0.711
15 H 2.356 -1.541 1.106
16 H 2.076 0.732 2.336
17 H -2.184 1.280 -2.174
18 H 1.232 -0.745 -3.507
19 H 2.234 -0.393 -1.228
20 H 0.879 0.789 0.404
21 N -1.258 0.944 -2.004
22 N 0.479 0.607 -0.519
23 O -1.121 0.224 -4.144
24 O -1.384 1.683 0.201

Mulliken atomic charge list, values in e, 2 entries:
1 C -0.336
2 C -0.331